[1]
{
  "formula": "H8O4",
  "method": "ωB97M-V/def2-TZVPD",
  "elements": ["O", "H", "H", "O", "H", "H", "O", "H", "H", "O", "H", "H"],
  "coordinates": [[-0.630833, 0.615417, -2.374000], [-0.919833, 1.380417, -2.443000], [-0.357833, 0.627417, -1.583000], [2.049167, -1.161583, -0.488000], [1.353167, -0.582583, -0.211000], [1.951167, -1.040583, -1.424000], [-1.424833, -0.618583, 1.722000], [-2.179833, -0.389583, 1.333000], [-1.729833, -0.920583, 2.539000], [0.691167, 0.718417, 0.573000], [1.362167, 0.912417, 1.240000], [-0.163833, 0.459417, 1.116000]],
  "forces_ev_per_angstrom": [[0.8, -10.5, -7.6], [-4.5, 11.3, -2.0], [3.8, -0.7, 9.7], [0.8, -1.0, -0.4], [-0.7, 0.7, 1.1], [0.4, -0.3, -1.0], [4.7, -0.7, 0.7], [-4.8, 1.6, -3.1], [-0.2, -0.9, 2.4], [-2.7, 0.1, 1.7], [-0.1, 0.0, -0.2], [2.4, 0.5, -1.2]],
  "lowdin_charge": [0.147, -0.080, -0.096, -0.063, -0.063, 0.018, 0.055, -0.007, 0.046, -0.098, 0.066, 0.075],
  "homo_energy_ev": -10.40,
  "relative_energy_ev": 2.5905,
  "energy_ev": -8318.0856,
  "smiles": "O.O.O.O",
  "e_lumo_ev": 0.3
}

***

[2]
{
  "formula": "H8O4",
  "method": "ωB97M-V/def2-TZVPD",
  "elements": ["O", "H", "H", "O", "H", "H", "O", "H", "H", "O", "H", "H"],
  "coordinates": [[-0.327496, 2.102601, -0.693397], [-1.132660, 2.498932, -1.026365], [-0.220437, 1.305036, -1.211725], [-1.313147, -1.866691, 0.723790], [-0.909434, -1.001540, 0.654725], [-0.836417, -2.298062, 1.432926], [1.056524, -0.474329, 0.832117], [0.495997, -0.562405, 1.603016], [1.450386, 0.393678, 0.919692], [0.341115, -0.106115, -1.379238], [1.245081, 0.207160, -1.409793], [0.150488, -0.198267, -0.445748]],
  "forces_ev_per_angstrom": [[-0.5, 1.7, 0.9], [-0.1, 0.3, 0.1], [0.0, -0.6, -0.7], [-0.4, -0.1, 0.1], [-0.4, -0.1, -0.1], [0.1, -0.3, 0.1], [0.5, -0.3, 1.5], [0.3, 0.0, 0.7], [0.2, 0.5, 0.2], [-0.4, -0.6, -2.5], [0.3, -0.2, -0.1], [0.5, -0.4, -0.1]],
  "lowdin_charge": [-0.079, 0.032, -0.064, -0.025, -0.008, 0.039, -0.031, 0.064, 0.086, -0.049, 0.067, -0.034],
  "homo_energy_ev": -10.98,
  "relative_energy_ev": 1.8495,
  "energy_ev": -8318.8266,
  "smiles": "O.O.O.O",
  "e_lumo_ev": 0.3
}

***

[3]
{
  "formula": "H8O4",
  "method": "ωB97M-V/def2-TZVPD",
  "elements": ["O", "H", "H", "O", "H", "H", "O", "H", "H", "O", "H", "H"],
  "coordinates": [[0.189828, -2.753627, -0.652058], [-0.178800, -3.330345, -1.321194], [1.113514, -3.000216, -0.605075], [-3.170922, 0.000603, 0.405866], [-2.955507, -0.931038, 0.362625], [-3.758267, 0.076463, 1.157867], [2.964775, 2.923826, -0.688580], [3.530285, 3.107375, 0.061585], [2.307113, 2.316124, -0.350327], [0.306655, 0.720429, 0.659614], [0.255444, -0.050056, 0.093961], [-0.604119, 0.920461, 0.875715]],
  "forces_ev_per_angstrom": [[-0.1, 0.2, 0.1], [-0.1, -0.1, -0.2], [0.3, 0.0, 0.1], [0.2, 0.2, -0.1], [0.1, -0.3, -0.1], [-0.2, 0.1, 0.2], [0.1, 0.1, -0.2], [0.1, 0.1, 0.2], [-0.4, -0.2, 0.1], [0.4, 0.2, 0.1], [0.0, -0.3, -0.2], [-0.4, 0.1, 0.0]],
  "lowdin_charge": [-0.048, 0.032, 0.035, -0.046, 0.032, 0.034, -0.056, 0.027, 0.007, -0.048, 0.014, 0.017],
  "homo_energy_ev": -11.05,
  "relative_energy_ev": 0.8789,
  "energy_ev": -8319.7972,
  "smiles": "O.O.O.O",
  "e_lumo_ev": 0.5
}